(1)
A cluster of 3 separate species, C14H34BCl2O8P2S2Si in total at a distorted geometry. Source: OMol25; level of theory: ωB97M-V/def2-TZVPD.

```
64
Properties=species:S:1:pos:R:3:forces:R:3:nbo_charge:R:1
C -0.4805 0.3921 0.0871 0.563 -1.475 -0.038 -0.340
H 0.7947 -2.0599 -2.4417 0.321 -0.092 0.116 0.492
O 1.6810 -2.2311 -2.8120 -0.818 1.332 -0.273 -0.996
O 1.3245 0.1133 -4.0489 -0.138 -0.954 0.911 -0.985
C -2.5129 0.9798 -7.4018 0.026 -0.087 -0.138 -0.833
C -0.5321 -1.0274 3.5205 0.096 1.714 -1.381 0.611
H 2.0544 0.8263 7.3736 -0.057 0.032 0.004 0.217
S -2.1218 1.4559 -5.7087 0.062 0.089 0.136 1.256
H 1.0965 3.1657 7.9568 -0.027 -0.045 -0.014 0.220
H 2.5933 1.4884 5.7994 -0.070 0.049 -0.028 0.229
H -2.5763 1.8726 -8.0250 -0.001 0.017 0.047 0.222
H -0.0030 4.0745 6.8932 -0.028 -0.080 -0.039 0.233
H -2.5881 1.8610 -1.4217 -0.046 -0.378 -0.220 0.227
H -0.0615 2.5070 -5.1487 -0.071 -0.109 0.047 0.264
H 1.0840 -1.8548 -0.1558 0.030 0.344 0.390 0.248
C -3.4263 -0.1161 1.2156 0.164 0.021 -0.585 -1.098
Cl -1.7377 -2.2759 3.0380 -0.071 0.057 -0.446 -0.123
H -1.5837 -2.1723 -1.8613 -0.181 0.294 0.329 0.231
H 3.0372 -1.2792 1.5807 -0.606 0.085 0.383 0.239
O 3.5528 -1.0972 -4.0431 0.069 -0.267 -0.073 -1.131
H 1.6830 -0.0413 5.8635 -0.124 0.061 -0.035 0.272
C 2.3023 -2.0888 1.5763 0.469 -1.304 -1.573 -0.157
H -0.6903 1.4473 0.3926 0.288 -0.431 0.354 0.194
P 3.1550 0.2628 -1.4519 0.707 1.018 -0.108 -0.132
H -2.9231 0.0246 2.1774 -0.376 -0.198 -0.186 0.234
O -1.8841 0.2042 -4.9408 0.065 -0.059 -0.247 -0.988
H -1.9059 -2.7949 -0.2340 -0.183 0.256 -0.268 0.232
C -2.2407 -2.0488 -0.9808 0.170 -0.615 0.191 -1.118
H 0.7206 -0.5262 -4.4696 -0.113 0.498 0.053 0.502
H -4.0631 -1.0181 1.2027 0.253 0.314 0.367 0.232
H 0.2199 -2.4901 1.2364 0.185 0.337 -0.090 0.227
B 1.6501 0.9613 -0.3925 -0.984 0.398 -0.275 0.405
C 1.8046 0.9407 6.3175 0.204 -0.044 0.008 -0.841
H -3.2504 -2.3478 -1.3207 0.325 0.233 0.239 0.232
S 0.2455 1.8225 6.1622 -0.033 -0.293 0.352 1.266
H 3.7676 -0.7719 -0.6897 -0.419 -0.219 -0.514 -0.007
C -0.0820 0.1321 2.6078 0.132 -1.441 -0.843 -0.553
H 3.6720 -2.7611 0.0334 -0.431 -0.372 -0.175 0.224
C 2.9364 -3.2388 0.6948 0.127 0.641 1.052 -0.618
H -4.0579 0.9060 -1.5222 0.386 -0.272 -0.237 0.213
H 2.1595 -3.7838 0.1403 0.407 0.122 0.117 0.209
Cl 2.1746 -2.7582 3.2613 -0.126 0.399 -0.074 -0.120
O 1.5935 0.6202 1.0392 -0.150 -1.035 -0.328 -0.758
C -2.9581 0.8349 -1.6206 0.185 0.290 0.526 -1.108
H 3.4841 -3.9103 1.3731 -0.188 0.043 -0.448 0.211
H -4.0809 0.7489 1.0186 0.261 -0.217 0.092 0.227
C 0.4620 -0.2795 1.1820 -0.301 2.632 0.669 0.287
H -2.6494 0.5343 -2.6335 -0.202 0.149 0.313 0.260
H -0.8481 0.9151 2.4994 0.015 -0.538 0.100 0.254
H -3.4754 0.4702 -7.3999 0.021 0.026 0.089 0.235
H 1.5645 2.1617 -0.5436 0.555 0.404 0.064 -0.109
O -0.1002 -1.1213 4.5955 0.506 -0.508 2.418 -0.531
H 0.7458 0.6247 3.1265 -0.298 -0.423 0.020 0.286
H -0.6440 3.0285 -6.7471 -0.080 -0.014 0.015 0.218
Si -2.2158 -0.2962 -0.2635 -0.549 0.379 -1.019 1.616
P 2.3942 -0.7782 -3.1884 1.193 -0.918 -0.389 2.047
H -1.7448 0.3063 -7.7840 0.022 0.007 0.070 0.229
H 0.1283 1.4269 -6.5478 -0.036 -0.047 0.056 0.235
O 0.0310 2.0851 4.7225 -0.031 0.383 -0.022 -0.985
H 1.6656 3.7510 6.3640 -0.023 -0.047 -0.042 0.229
C 0.8147 3.3556 6.9203 0.125 0.142 -0.021 -0.835
C 0.9515 -1.7205 0.9318 -0.378 0.059 0.330 -0.498
O 0.4075 0.4143 -1.0237 -0.910 -0.385 0.316 -0.763
C -0.5145 2.1740 -6.0811 0.118 0.037 -0.043 -0.834
```
Positions in Å, forces in eV/Å.

## Properties
HOMO-LUMO gap, Ha: 0.250
E, eV: -105301.0604
HOMO energy, eV: -4.60
Total charge: -1
Relative energy (zero: lowest compared OMol25 entry of this formula, charge and spin), kcal per mole: 0.0
Lowest unoccupied orbital energy, eV: 2.2

(2)
A structure of composition C33H86O30S9V at a distorted geometry. Source: OMol25; level of theory: ωB97M-V/def2-TZVPD.

```
159
Properties=species:S:1:pos:R:3:forces:R:3:lowdin_charge:R:1
H 2.7804 0.3125 0.2076 -0.684 0.020 -0.421 0.045
H 5.7396 -1.4130 -7.9100 -0.316 -0.129 -0.301 0.066
H -2.1082 3.3977 2.8568 0.230 -0.659 0.506 0.062
H 4.0506 1.3635 0.2322 0.069 0.761 -0.236 0.077
S 0.4140 5.4348 2.4011 0.195 1.166 0.077 0.675
H 4.1480 7.0390 3.3937 0.202 0.085 -0.283 0.072
H -3.0049 -4.6501 4.8871 0.178 0.532 -0.042 0.117
O -6.4991 -0.2798 -1.2112 1.851 2.720 -4.418 -0.232
H -0.7705 -5.5431 4.0803 -0.252 -0.038 0.568 0.074
O -6.2842 0.8869 -3.5833 2.442 -0.783 4.639 -0.256
C -4.3007 -0.8200 -2.6503 0.627 1.588 -0.814 -0.045
H -0.7327 -4.4587 -0.4166 0.094 -0.226 -0.024 0.037
H 3.9559 2.1672 3.4062 0.303 -0.326 -0.142 0.075
H -0.1973 4.4863 -3.4924 0.139 0.059 0.282 0.101
H 0.9005 -3.0758 3.6822 -0.528 0.057 -0.136 0.081
C -6.0132 -0.4039 0.0801 -0.705 -1.095 1.237 -0.363
O -1.7883 -0.9571 3.8288 -0.887 -1.025 0.104 -0.294
O 2.6425 -3.8919 1.0424 0.719 0.052 -2.368 -0.277
H -3.6130 -1.4791 1.7049 0.095 0.010 0.168 0.057
H -5.2391 2.5819 4.8600 0.543 -0.305 -0.086 0.094
H -0.6541 1.7397 5.8512 0.724 0.105 0.163 0.099
H 3.4841 8.4340 2.5094 -0.028 0.327 0.490 0.080
C -1.1515 0.1238 -0.1838 -1.256 -0.470 0.823 -0.492
O 2.7377 3.2159 -4.5792 0.950 -1.772 0.630 -0.307
V -3.3235 2.7884 -0.4420 5.896 -1.490 0.836 1.121
C 4.9439 -1.4089 -7.1651 0.464 -0.784 0.154 -0.101
C -0.7314 6.6781 1.6473 0.829 0.146 -0.170 -0.098
H 0.7447 -4.0379 -1.3145 -0.063 -0.241 -0.496 0.051
S 3.2394 0.3808 4.8879 0.862 1.960 0.806 0.717
H -0.4631 1.7006 -4.9034 -0.613 0.119 -0.119 0.089
H -2.1473 -6.6608 3.8187 0.280 -0.129 -0.381 0.090
O 0.2473 -5.9611 -3.5786 -1.847 0.069 2.555 -0.288
O -2.1092 1.0117 -0.7567 -1.678 2.199 -0.747 -0.283
C -4.1301 2.5147 2.9536 -0.286 1.256 -0.130 -0.401
C 3.1278 1.1985 -0.3239 0.403 -0.380 -0.213 -0.057
O -2.5119 3.4249 -2.4762 -0.404 1.023 3.098 -0.333
O 2.9034 -1.0380 4.7608 0.734 1.875 0.168 -0.313
H 5.2618 -0.6641 -6.4355 -0.327 -0.374 0.394 0.045
O -1.7339 4.1540 -4.7439 -3.351 -2.266 0.607 -0.231
C 3.2894 -2.4145 -4.5174 -1.022 -1.497 1.391 -0.275
H -8.0213 0.1678 0.5601 0.099 -0.549 0.130 0.101
H 3.9539 -1.1835 -7.5618 0.248 -0.072 -0.135 0.073
H 1.9707 6.5515 4.5463 0.454 0.078 0.091 0.112
H -4.4763 -1.1161 -3.6845 -0.449 -0.053 0.177 0.076
O -0.0998 5.1573 3.7337 0.785 0.023 -1.271 -0.310
H 1.2598 7.9281 3.7738 -0.211 0.067 -0.416 0.111
H -1.1286 7.4094 2.3512 0.336 -0.374 0.469 0.069
O 1.8110 1.2049 5.1504 2.023 -0.686 -0.765 -0.252
C 5.3020 -4.1110 0.7771 -0.465 0.573 -1.301 -0.071
O -4.2600 2.4300 1.5241 -0.256 0.444 1.425 -0.037
H 0.2934 -1.4561 -0.6219 0.088 0.213 0.090 0.070
H -3.6966 1.5527 3.2269 -0.136 -0.817 -0.120 0.151
H 3.8351 -1.4749 -4.4301 -0.180 -0.036 -0.238 0.092
H -3.6514 -4.9250 3.2870 -0.173 0.721 -0.356 0.117
H 3.0009 0.8517 2.5827 -0.120 0.458 -0.147 0.022
H 4.4397 0.5021 -1.9008 0.393 0.119 0.339 0.122
S -2.8281 -1.9605 3.9311 0.770 -0.109 0.090 0.631
H 0.3763 -0.1433 4.4539 0.284 -0.127 0.305 0.094
C 0.2040 5.3235 -5.4265 -1.438 0.158 1.080 -0.032
H -0.7276 -8.7627 1.3479 -0.372 0.178 -0.099 0.074
H 5.0000 -4.8597 1.5095 0.170 0.234 -0.112 0.067
H 1.4385 -4.6322 3.1145 0.121 0.000 -0.240 0.087
C -4.0850 -1.6133 2.6781 0.973 -1.070 0.640 -0.101
C -7.0033 0.2675 0.9368 -0.621 1.153 1.828 -0.072
H -1.3915 -8.6290 -0.3753 -0.135 -0.622 0.352 0.078
H -4.9887 -0.1292 0.3315 0.235 0.219 -0.701 0.099
H -6.1482 -1.4666 0.2811 0.536 -0.283 0.073 0.133
H -0.1159 7.2373 0.9426 -0.030 -0.171 -0.153 0.066
H -6.8881 -0.1624 1.9318 -0.500 -0.015 0.234 0.080
C -0.4512 1.7750 4.7809 -0.285 -0.074 -0.281 -0.061
H -3.3417 4.4697 3.2127 -0.346 0.159 0.344 0.096
H -1.1400 5.9270 -3.7208 -0.697 -0.079 -0.380 0.125
H 4.6430 0.4770 2.8652 0.383 0.436 0.499 0.072
H 0.4914 0.4075 1.2303 0.228 0.398 -0.306 0.062
H 1.6361 -2.0777 1.3263 -0.389 -0.205 -0.176 0.096
C -0.9012 1.7644 -3.9073 -0.683 1.257 0.717 -0.049
H -1.2943 0.8186 -3.5343 0.281 0.129 0.090 0.050
H -4.5384 -2.6018 2.7512 -0.957 0.336 -0.533 0.067
C 3.8308 1.0964 3.2457 -1.711 -1.506 1.054 -0.082
H 1.0329 5.9322 -5.0652 0.064 -0.233 -0.050 0.081
O -1.8975 -6.4818 -2.2343 1.563 1.410 -0.439 -0.300
H -0.7965 -6.3031 0.3751 -0.150 -0.149 -0.021 0.082
O 3.3848 2.1242 -2.5262 -0.531 0.058 -0.849 -0.257
C -5.3694 2.8812 3.8200 -0.804 -1.508 -0.669 -0.024
H 3.6624 8.3408 4.4011 0.101 0.767 -0.466 0.079
H -0.2689 2.7909 4.4302 -0.436 0.041 0.212 0.059
O 1.8463 6.3330 2.5172 -2.341 -1.675 -0.943 -0.277
H 0.1295 -3.8320 2.1932 -0.132 0.009 0.444 0.054
S -5.4988 0.6127 -2.3287 -3.134 -4.212 -3.307 0.812
C 2.0385 7.1749 3.6547 0.980 0.822 0.233 -0.269
H 5.9050 -4.5176 -0.0348 -0.473 -0.576 -0.133 0.061
H 3.6613 -3.1578 -3.8122 0.197 0.525 0.604 0.106
O -3.4690 2.3241 -4.4091 0.858 0.810 0.117 -0.249
H 5.7520 1.4143 -4.7394 -0.181 -0.218 0.510 0.060
S 3.4667 2.0305 -4.1204 -0.269 1.905 -0.983 0.634
C 3.4453 7.8709 3.4419 -1.456 -2.156 0.916 -0.038
H -1.3679 1.3211 4.4047 -0.036 0.382 -0.597 0.043
S 4.9007 -3.1266 -6.5061 -1.242 0.673 0.189 0.661
C 1.7639 -2.2902 -4.3168 0.132 1.195 0.289 -0.047
O 0.3484 -6.9404 -1.2421 -0.570 1.784 -3.643 -0.273
H 1.1546 -3.1795 -4.4782 0.569 -0.237 -0.271 0.078
C 0.6783 0.8950 4.3169 -0.548 -1.143 0.756 -0.282
H 1.5223 -1.9563 -3.3077 0.341 -0.060 0.374 0.048
O 3.5588 -4.0918 -1.2522 -0.712 -0.234 -0.766 -0.258
C -0.0799 -7.0677 0.0750 0.538 -1.017 1.469 -0.336
H 1.3743 -1.4695 -4.9190 -0.016 -0.127 -0.411 0.066
C -0.5095 0.7851 1.0211 -0.135 -0.328 0.670 -0.032
O 3.4324 -3.0864 -5.7440 1.271 -0.456 -3.183 -0.274
C -0.3042 -4.3190 -1.4091 -1.086 -1.191 -0.480 -0.082
O -2.2447 3.7859 0.2112 -3.029 -1.687 -1.389 -0.247
H -0.1545 2.2309 -3.2647 0.094 -0.446 0.252 0.064
O 3.0731 0.7238 -4.5929 0.214 0.724 0.468 -0.298
H -1.5831 6.2467 1.1213 0.355 -0.549 0.121 0.046
H 0.8665 -6.9274 0.5971 -0.208 0.324 0.676 0.122
S -2.3255 2.9397 -3.7928 1.284 -1.604 -4.663 0.679
O -2.1776 -3.3552 3.4007 -0.851 1.088 0.112 -0.270
H -2.9357 3.3266 4.5167 0.346 -0.033 -0.283 0.108
H -6.8962 1.3427 1.0806 0.453 0.157 -0.298 0.072
O 5.8681 -3.2693 -5.4531 0.043 -0.054 -0.622 -0.289
O -4.8345 1.7021 -1.6676 0.256 1.101 1.162 -0.383
H -4.2278 -1.6801 -1.9848 -0.903 0.403 0.327 0.078
H -0.7917 -1.0652 -1.9627 0.021 -0.037 -0.082 0.063
H -6.2165 2.2840 3.4827 -0.254 0.141 -0.056 0.069
C -2.7557 -4.6171 3.8265 1.063 -1.566 0.002 -0.232
H 2.8707 -2.4929 2.4584 -0.203 0.099 0.459 0.103
H 0.3016 -9.1290 -0.0188 -0.245 -0.224 -0.161 0.083
C -3.0290 3.4501 3.4377 0.593 1.200 -1.296 -0.049
H 2.8874 0.0907 -2.2627 -0.907 0.454 0.127 0.095
S 3.7717 -3.3902 -0.0462 2.235 -0.085 2.942 0.636
H 5.6283 2.7248 -3.4838 0.208 0.149 -0.378 0.072
H 2.4540 2.0550 -0.3013 -0.064 -0.153 0.520 0.090
C 5.2508 2.3305 -4.4272 -0.817 -0.576 -0.136 -0.078
H 0.4902 0.0926 -1.5476 0.412 -0.335 -0.193 0.070
O 4.1795 0.9681 5.8800 -2.430 -2.023 -1.977 -0.315
H -3.3092 -0.3672 -2.6537 -0.032 0.286 0.167 0.029
O 4.8271 -4.0380 -7.6355 -0.186 1.299 1.858 -0.275
C -0.2076 -0.6419 -1.1455 -0.672 1.711 -0.069 -0.029
C 1.0333 -3.6764 2.7823 0.944 0.907 -0.758 -0.035
C -1.6952 -5.7123 3.5286 0.016 1.196 0.391 -0.052
C 2.0482 -2.9188 1.8837 0.258 -0.014 1.583 -0.267
O -3.4772 -2.2695 5.1773 0.195 0.621 -0.697 -0.264
H -1.7966 -0.6757 0.1806 -0.070 -0.449 0.464 0.106
H -1.0584 0.5216 1.9252 -0.258 -0.192 0.036 0.054
H -1.3165 -5.6442 2.5088 -0.693 -0.430 -0.274 0.048
O 0.6776 4.3731 1.4446 -0.174 1.378 1.273 -0.300
H -0.3278 5.8830 -6.1961 0.028 -0.020 -0.035 0.076
H 0.5264 4.3673 -5.8384 0.231 0.187 0.118 0.067
H -4.7138 -0.7680 2.9578 0.023 -0.318 0.195 0.063
C 3.4330 0.9031 -1.7826 1.310 -1.431 0.226 -0.269
S -0.5331 -5.9703 -2.3347 1.817 -1.161 1.175 0.733
C -0.7964 5.0247 -4.2267 3.805 0.673 -0.288 -0.282
H -0.6039 1.8707 0.9955 0.693 0.045 -0.410 0.067
H -5.6970 3.9151 3.9282 0.498 0.183 -0.814 0.094
O 3.9263 -1.9473 -0.0146 -0.834 -0.851 -0.128 -0.304
C -0.5439 -8.5200 0.3013 0.390 1.094 -0.520 -0.043
H 5.9841 -3.3310 1.1155 -0.723 0.248 0.656 0.062
H 5.3452 2.9816 -5.2963 -0.242 0.400 0.414 0.072
H -0.9569 -3.5901 -1.8897 0.379 0.022 -0.330 0.049
H 0.8532 0.9599 3.2429 0.433 0.637 0.092 0.084
```
Positions in Å, forces in eV/Å.

## Properties
HOMO-LUMO gap (alpha / beta), Ha: 0.273 / 0.194
E, eV: -220228.0120
2S+1: 3
HOMO energy (alpha / beta), eV: -12.15 / -12.05
Total charge: +1
⟨S²⟩: 2.05
Lowest unoccupied orbital energy (alpha / beta), eV: -4.7 / -6.8